The following is a quantum chemistry calculation of C2 as an isolated structure in a non-equilibrium geometry, from the Open Molecules 2025 dataset.

Summary:
orbital gap	6.44	eV
energy	-75.75137	a.u.
F_max	0.1308	Eh/bohr
total charge	0
multiplicity	1

Positions of all 2 atoms, in Å:
C (-0.357, 0.189, -0.889)
C (0.357, -0.189, 0.889)

=====

The following is a quantum chemistry calculation of C7H16O2 in the gas phase, from the Open Molecules 2025 dataset.

Summary:
orbital gap	10.78	eV
energy	-426.79355	a.u.
F_max	0.0147	Eh/bohr
total charge	0
SMILES	CC(C)C[C@](C)(O)CO
multiplicity	1

Positions of all 25 atoms, in Å:
O (1.372, 0.121, 1.495)
O (2.747, 1.435, -0.483)
C (-2.383, 0.863, -1.052)
C (0.008, 0.457, -0.514)
C (2.485, 0.061, -0.555)
C (0.973, -1.830, 0.097)
C (-1.807, 0.163, 1.272)
C (-1.430, 0.020, -0.204)
C (1.165, -0.313, 0.155)
H (1.858, -2.325, 0.491)
H (0.118, -2.137, 0.694)
H (-1.556, -1.027, -0.497)
H (-2.144, 0.769, -2.109)
H (0.124, 1.511, -0.251)
H (0.820, -2.150, -0.929)
H (-1.340, -0.603, 1.888)
H (-3.412, 0.544, -0.905)
H (-2.884, 0.056, 1.390)
H (0.563, -0.021, 1.994)
H (-1.525, 1.146, 1.647)
H (0.152, 0.378, -1.593)
H (2.438, -0.198, -1.614)
H (3.301, -0.508, -0.086)
H (-2.307, 1.913, -0.777)
H (2.664, 1.677, 0.449)

=====

The following is a quantum chemistry calculation of a 17-piece molecular cluster, C39H73Cl32FN3O5PSi overall in a non-equilibrium geometry, from the Open Molecules 2025 dataset.

Summary:
orbital gap	7.44	eV
energy	-17526.85698	a.u.
F_max	0.0512	Eh/bohr
total charge	0
multiplicity	1

Positions of all 155 atoms, in Å:
Cl (-3.715, 7.981, -3.323)
Cl (-0.491, 7.134, -1.571)
Cl (-6.648, 3.211, -1.291)
Cl (-4.642, 0.669, 1.427)
Cl (6.394, -12.062, -1.727)
Cl (3.280, 5.131, -5.992)
Cl (-5.812, 13.260, -1.428)
Cl (-4.769, 5.375, 0.962)
Cl (6.770, -1.855, -1.531)
Cl (-7.734, 15.141, -2.560)
Cl (7.020, 2.276, 3.942)
Cl (-4.664, -4.991, 4.454)
Cl (10.577, 0.637, -3.116)
Cl (-7.177, 9.051, -8.945)
Cl (-2.251, 3.898, 1.041)
Cl (-1.059, -8.932, 0.617)
Cl (3.690, -8.072, 0.730)
Cl (-6.973, 3.052, 1.609)
Cl (6.014, 0.882, 6.301)
Cl (-7.043, 8.975, -2.530)
Cl (9.548, -1.743, -4.458)
Cl (-9.476, 8.666, -7.189)
Cl (-4.359, 5.202, -2.717)
Cl (-5.244, -2.124, 1.988)
Cl (-2.669, -9.040, -1.819)
Cl (3.061, -10.862, 1.314)
Cl (9.033, -0.735, -0.064)
Cl (8.085, -9.889, -0.759)
Cl (-6.760, 11.301, -4.270)
Cl (3.145, 4.310, -3.194)
Cl (0.510, 9.521, -0.222)
Cl (-4.892, -7.340, 6.173)
P (-0.565, -4.010, 0.401)
Si (4.450, -1.050, 1.511)
F (-0.957, 0.281, 3.170)
O (3.240, -1.240, 2.710)
O (1.300, -1.855, -0.282)
O (1.465, -1.085, -3.490)
O (-0.994, -2.420, 5.079)
O (-1.544, -3.253, 6.886)
N (-1.986, -2.583, 6.010)
N (0.325, 0.493, -2.177)
N (0.689, -0.372, 1.466)
C (8.526, -1.863, -1.329)
C (7.145, 2.100, 5.695)
C (-3.825, 4.144, 1.809)
C (-7.720, 2.744, 0.034)
C (0.737, -6.082, 1.763)
C (-0.732, -2.288, 1.189)
C (-2.076, -9.942, -0.419)
C (4.634, -2.792, 0.687)
C (-1.632, -0.995, -1.762)
C (-4.786, 6.893, -2.432)
C (4.014, 0.155, 0.101)
C (0.320, 1.994, -2.046)
C (6.501, -10.666, -0.647)
C (2.624, -9.174, 1.610)
C (-7.442, 13.936, -1.304)
C (0.783, -2.983, 3.315)
C (-0.356, -2.109, 2.731)
C (10.056, -0.060, -4.654)
C (-1.559, -2.422, 3.743)
C (-2.081, -1.508, 0.830)
C (1.678, -3.590, 3.834)
C (-1.927, -5.884, -1.342)
C (-1.009, 0.116, -2.736)
C (6.095, -0.686, 2.398)
C (1.408, 0.028, -2.999)
C (2.704, -0.002, 3.187)
C (0.570, -1.533, 0.607)
C (-1.918, -0.409, -0.322)
C (-0.724, -5.407, 1.654)
C (-6.313, 10.576, -2.722)
C (-4.202, -5.723, 5.997)
C (1.258, -0.165, 3.839)
C (0.000, 8.820, -1.762)
C (-1.889, -4.341, -0.889)
C (-8.164, 9.753, -7.658)
C (-5.705, -0.445, 2.296)
C (4.133, 4.344, -4.659)
C (2.651, 0.992, -3.259)
C (0.136, -0.595, 2.798)
H (-4.565, -5.095, 6.807)
H (-4.698, 7.104, -1.368)
H (-0.827, -1.791, -1.692)
H (-7.533, 9.939, -6.791)
H (1.601, -9.012, 1.281)
H (0.829, 8.867, -2.463)
H (-2.406, -6.528, -0.552)
H (-3.118, -5.795, 6.043)
H (-2.520, -0.969, 1.722)
H (1.281, -0.781, 4.781)
H (5.695, -3.059, 0.465)
H (8.158, 1.796, 5.948)
H (4.886, 0.875, -0.007)
H (3.370, 0.331, 4.051)
H (-2.940, -4.134, -0.502)
H (1.200, 2.304, -1.417)
H (4.371, 3.322, -4.946)
H (-2.655, -5.904, -2.212)
H (-2.575, -1.414, -2.229)
H (0.367, 2.414, -3.094)
H (-5.231, 10.478, -2.677)
H (5.049, 4.892, -4.453)
H (0.984, 0.884, 4.178)
H (-5.809, 7.060, -2.758)
H (2.921, 1.397, -2.235)
H (6.918, 3.054, 6.163)
H (-7.554, 14.406, -0.331)
H (-6.659, 11.221, -1.919)
H (6.725, -1.631, 2.377)
H (-8.640, 3.318, -0.036)
H (2.349, -4.091, 4.568)
H (-0.843, 9.390, -2.147)
H (8.990, -1.571, -2.272)
H (-1.491, -10.790, -0.768)
H (3.942, -2.850, -0.199)
H (3.034, 0.696, 0.217)
H (-0.896, -0.415, -3.732)
H (3.967, -0.404, -0.883)
H (-0.610, 2.289, -1.493)
H (-2.934, 0.138, -0.402)
H (5.735, -9.947, -0.922)
H (-6.729, -0.294, 1.965)
H (5.890, -0.490, 3.495)
H (3.548, 0.441, -3.636)
H (1.461, -5.216, 1.656)
H (2.333, 1.859, -3.897)
H (2.707, -8.969, 2.674)
H (0.958, -6.782, 0.914)
H (-7.939, 1.683, -0.052)
H (-2.017, -3.432, 3.569)
H (-1.706, 0.988, -2.877)
H (6.724, 0.119, 1.936)
H (-3.670, 4.464, 2.837)
H (2.715, 0.845, 2.448)
H (0.932, -6.513, 2.785)
H (-4.374, 3.208, 1.793)
H (-2.387, -1.664, 3.676)
H (0.588, 0.553, 1.048)
H (-5.629, -0.243, 3.362)
H (-1.161, 0.391, -0.114)
H (-0.915, -6.244, -1.664)
H (-1.410, -6.243, 1.338)
H (-0.985, -5.091, 2.699)
H (-2.907, -2.203, 0.488)
H (-8.590, 10.689, -8.011)
H (4.220, -3.530, 1.449)
H (8.845, -2.866, -1.055)
H (6.344, -10.999, 0.376)
H (-1.768, -3.757, -1.842)
H (9.218, 0.517, -5.036)
H (-8.166, 13.131, -1.412)
H (10.883, -0.022, -5.357)
H (-2.927, -10.294, 0.159)

=====

The following is a quantum chemistry calculation of a 2-piece molecular cluster, C23H20ClN2O6S overall in a non-equilibrium geometry, from the Open Molecules 2025 dataset.

Summary:
orbital gap	4.40	eV
energy	-2307.75103	a.u.
F_max	0.0791	Eh/bohr
total charge	-1
multiplicity	1

Positions of all 53 atoms, in Å:
Cl (0.155, -0.958, 1.109)
S (-0.678, -3.091, 3.057)
O (-0.948, -2.485, 4.407)
O (-1.717, -3.366, 2.000)
O (2.655, 2.884, -1.221)
O (2.058, 0.705, -1.460)
O (-0.761, 4.313, -0.592)
O (0.482, 4.611, -2.468)
N (-7.303, 2.471, -1.462)
N (2.641, -9.284, 4.239)
C (0.093, 5.953, -2.302)
C (0.716, -6.851, 2.662)
C (1.788, 2.040, -1.348)
C (2.110, -8.270, 4.046)
C (-4.773, 2.067, -1.422)
C (-4.215, 1.143, -0.544)
C (-0.571, 1.450, -1.285)
C (3.832, -0.947, -1.541)
C (-0.015, 3.861, -1.440)
C (-6.156, 2.288, -1.442)
C (-2.575, 2.571, -2.240)
C (0.187, -4.636, 3.366)
C (3.450, 0.516, -1.462)
C (0.928, -4.811, 4.512)
C (0.752, 6.881, -3.302)
C (0.361, 2.419, -1.388)
C (1.571, -6.010, 4.738)
C (-3.932, 2.773, -2.274)
C (1.466, -7.045, 3.816)
C (-2.860, 0.929, -0.516)
C (0.598, -2.114, 2.277)
C (0.080, -5.650, 2.444)
C (-2.011, 1.653, -1.354)
H (0.516, 6.576, -4.322)
H (1.623, -2.231, 2.548)
H (0.622, -7.657, 1.952)
H (3.418, -1.493, -0.693)
H (4.913, -1.100, -1.548)
H (-4.357, 3.488, -2.957)
H (3.840, 1.089, -2.316)
H (3.422, -1.394, -2.446)
H (-0.528, -5.494, 1.566)
H (2.142, -6.165, 5.639)
H (1.837, 6.848, -3.201)
H (-0.226, 0.444, -1.114)
H (0.977, -4.014, 5.238)
H (3.838, 0.995, -0.552)
H (0.435, 7.918, -3.181)
H (0.350, 6.228, -1.268)
H (-4.866, 0.604, 0.123)
H (-2.432, 0.228, 0.180)
H (-1.003, 5.984, -2.376)
H (-1.927, 3.138, -2.887)

=====

The following is a quantum chemistry calculation of a 2-piece molecular cluster, C5H4N3OS overall in a non-equilibrium geometry, from the Open Molecules 2025 dataset.

Summary:
orbital gap	9.11	eV
energy	-830.25957	a.u.
F_max	0.0518	Eh/bohr
total charge	+1
multiplicity	1

Positions of all 14 atoms, in Å:
S (-1.929, 1.826, -0.174)
O (1.430, 2.166, 0.088)
N (1.926, -0.432, 0.200)
N (3.024, -0.602, 0.009)
N (4.097, -0.791, -0.410)
C (-0.551, 0.725, 0.032)
C (0.663, 1.318, 0.075)
C (-2.988, 0.513, -0.137)
C (-2.363, -0.708, 0.026)
C (-0.986, -0.602, 0.119)
H (4.929, -1.043, 0.086)
H (-2.905, -1.636, 0.074)
H (-0.304, -1.421, 0.246)
H (-4.044, 0.688, -0.235)

=====

| no. | M (g mol⁻¹) | E_LUMO (eV) |
| --- | --- | --- |
| 1 | 24.022 | -2.850 |
| 2 | 132.203 | 0.840 |
| 3 | 1876.583 | 0.026 |
| 4 | 487.941 | 1.294 |
| 5 | 154.174 | -5.308 |